P) C3H13N2O | wB97M-V/def2-TZVPD

Element x y z (Å)
1 N -1.406 -0.131 -0.771
2 C -0.195 0.490 -0.090
3 C 0.058 -0.139 1.269
4 N 0.439 -1.525 1.137
5 C 1.858 -1.851 1.125
6 H -1.420 0.150 -1.751
7 H -1.349 -1.166 -0.789
8 H -2.276 0.116 -0.305
9 H 0.591 0.408 -0.837
10 H -0.455 1.543 -0.105
11 H 0.811 0.489 1.734
12 H -0.858 -0.054 1.849
13 H -0.209 -2.170 1.550
14 H 2.426 -0.966 0.851
15 H 2.073 -2.577 0.341
16 H 2.263 -2.233 2.067
17 H -0.750 3.669 -2.271
18 H 0.337 2.617 -2.222
19 O -0.629 2.715 -2.195

The calculation puts the molecular weight at 93.15 g mol⁻¹. The LUMO energy comes out at -0.12041 hartree. The charge is +1. The HOMO-LUMO gap comes out at 9.440 eV.


Q) C3H13N2O | wB97M-V/def2-TZVPD

Element x y z (Å)
1 N 0.626 0.243 -1.290
2 C -0.827 0.576 -0.812
3 C -0.753 1.911 -0.120
4 C -1.020 -0.515 0.289
5 N -0.516 -1.832 -0.036
6 H 1.203 1.003 -1.648
7 H 0.534 -0.297 -2.161
8 H 1.074 -0.469 -0.717
9 H -1.425 0.230 -1.599
10 H -0.651 1.819 0.950
11 H -1.716 2.430 -0.224
12 H -0.120 2.703 -0.518
13 H -0.530 -0.171 1.208
14 H -2.031 -0.449 0.691
15 H 0.358 -2.053 0.412
16 H -1.205 -2.512 0.202
17 H 2.300 -1.628 1.967
18 H 2.691 -0.188 1.845
19 O 2.006 -0.800 1.563

The calculation puts the molecular weight at 93.15 g mol⁻¹. The LUMO energy comes out at -0.11348 hartree. The charge is +1. The HOMO-LUMO gap comes out at 10.717 eV.


R) C3H13N2O | wB97M-V/def2-TZVPD

Element x y z (Å)
1 C 0.376 1.615 -0.024
2 C -0.094 1.068 1.310
3 C 0.480 -0.269 1.784
4 N 0.757 -1.241 0.713
5 N -0.042 0.721 -1.126
6 H 1.485 1.668 0.004
7 H 0.147 2.633 -0.328
8 H -1.188 1.150 1.415
9 H 0.174 1.759 2.125
10 H 1.352 -0.005 2.395
11 H -0.199 -0.735 2.497
12 H 0.181 -2.060 0.851
13 H 1.703 -1.600 0.712
14 H 0.373 0.992 -2.019
15 H 0.126 -0.300 -1.024
16 H -1.050 0.634 -1.297
17 H -1.375 -2.279 -1.599
18 H -0.997 -1.698 -2.907
19 O -1.302 -1.426 -2.028

The calculation puts the molecular weight at 93.15 g mol⁻¹. The LUMO energy comes out at -0.11196 hartree. The charge is +1. The HOMO-LUMO gap comes out at 10.833 eV.


Most stable of them? R).


P) C4H9N3O | wB97M-V/def2-TZVPD

Element x y z (Å)
1 H -0.647 -0.967 1.072
2 N -0.475 -1.873 0.640
3 C 0.161 -1.840 -0.442
4 C 0.477 -3.109 -1.172
5 O 0.633 -0.745 -1.074
6 H 0.112 -3.954 -0.600
7 H 0.003 -3.089 -2.151
8 H 1.552 -3.187 -1.318
9 H 0.398 0.074 -0.585
10 C -1.619 3.194 -0.037
11 C -0.674 2.394 0.337
12 N 0.185 1.543 0.532
13 N 0.979 1.381 1.632
14 H -2.642 3.025 0.251
15 H -1.418 4.050 -0.658
16 H 1.145 2.211 2.193
17 H 1.830 0.893 1.380

The calculation puts the molecular weight at 115.14 g mol⁻¹. The LUMO energy comes out at 0.02158 hartree. Its SMILES is [H]/N=C(/C)O.C=C=NN. The charge is 0. The HOMO-LUMO gap comes out at 10.225 eV.


Q) C4H9N3O | wB97M-V/def2-TZVPD

Element x y z (Å)
1 C 2.862 -0.151 -0.171
2 C 0.593 -1.082 -0.075
3 C -1.485 0.003 -0.140
4 C -2.923 -0.208 0.248
5 H 2.971 0.825 -0.748
6 H 3.449 -0.318 0.817
7 H 2.954 -1.067 -0.992
8 H 0.061 1.216 0.138
9 H 1.071 -2.085 -0.327
10 H -3.545 0.771 0.326
11 H -2.990 -0.549 1.309
12 H -3.466 -0.926 -0.363
13 H -1.714 1.849 -0.823
14 N 1.449 -0.077 0.112
15 N -0.763 -1.052 0.053
16 N -1.008 1.081 -0.673
17 O 1.148 1.156 0.631

The calculation puts the molecular weight at 115.14 g mol⁻¹. The LUMO energy comes out at 0.03288 hartree. The charge is 0. The HOMO-LUMO gap comes out at 9.511 eV.


R) C4H9N3O | wB97M-V/def2-TZVPD

Element x y z (Å)
1 C -1.727 0.094 0.985
2 C -0.900 -0.004 -0.067
3 N -1.279 -0.166 -1.399
4 N 0.600 -0.459 0.168
5 C 1.087 -0.848 1.489
6 H -1.345 0.277 1.975
7 H -2.711 0.504 0.823
8 H -2.283 -0.252 -1.496
9 H -0.777 -0.248 -2.269
10 H 0.790 -1.206 -0.496
11 H 2.119 -1.186 1.400
12 H 1.008 0.014 2.150
13 H 0.487 -1.663 1.900
14 N 0.284 2.132 -0.569
15 C 1.170 1.329 -0.647
16 O 2.003 0.828 -1.553
17 H 1.473 0.854 -2.394

The calculation puts the molecular weight at 115.14 g mol⁻¹. The LUMO energy comes out at 0.00905 hartree. Its SMILES is C=C(N)NC.N#CO. The charge is 0. The HOMO-LUMO gap comes out at 8.623 eV.


S) C4H9N3O | wB97M-V/def2-TZVPD

Element x y z (Å)
1 C -0.510 2.006 -1.957
2 N 0.334 1.093 -2.471
3 O 1.182 -0.202 -1.082
4 H 0.875 -0.898 -1.677
5 H 1.304 1.387 -2.415
6 H -0.145 3.007 -1.709
7 H -0.768 1.559 -0.783
8 H -1.526 1.948 -2.352
9 C -0.647 -1.590 2.440
10 C 0.306 -1.164 1.357
11 N 1.433 -1.705 1.175
12 C -0.186 -0.024 0.554
13 N -0.880 0.914 0.429
14 H 1.889 -1.254 0.370
15 H -1.599 -1.909 2.009
16 H -0.202 -2.411 2.997
17 H -0.859 -0.757 3.114

The calculation puts the molecular weight at 115.14 g mol⁻¹. The LUMO energy (spin up / spin down) comes out at -0.02919 / -0.02920 hartree. The charge is 0. The HOMO-LUMO gap (spin up / spin down) comes out at 8.455 / 8.452 eV.


Most stable of them? P).


P) C4H9N3O | wB97M-V/def2-TZVPD

Element x y z (Å)
1 C -2.318 -0.801 -0.271
2 C -1.491 0.439 -0.465
3 C -0.873 1.240 0.655
4 N -0.013 0.449 -0.197
5 N 0.442 -0.740 0.503
6 C 1.734 -0.673 0.490
7 N 2.397 0.455 0.045
8 O 3.730 0.129 -0.364
9 H -3.164 -0.778 -0.991
10 H -2.769 -0.774 0.764
11 H -1.769 -1.670 -0.392
12 H -1.760 0.993 -1.404
13 H -0.819 2.312 0.547
14 H -1.138 0.758 1.654
15 H 2.312 -1.478 0.977
16 H 1.804 0.891 -0.679
17 H 3.695 -0.752 -0.872

The calculation puts the molecular weight at 115.14 g mol⁻¹. The LUMO energy comes out at 0.03027 hartree. Its SMILES is C[C@H]1CN1/N=C\NO. The charge is 0. The HOMO-LUMO gap comes out at 9.873 eV.


Q) C4H9N3O | wB97M-V/def2-TZVPD

Element x y z (Å)
1 N 1.270 -0.865 1.290
2 N -0.252 -1.600 -0.833
3 C 0.034 -0.371 1.202
4 C -0.881 -0.783 0.171
5 H 1.892 -0.571 2.025
6 H 1.485 -1.626 0.655
7 H 0.369 -1.025 -1.406
8 H -0.934 -2.049 -1.429
9 H -0.298 0.340 1.946
10 H -1.838 -1.167 0.520
11 C -1.289 0.869 -0.401
12 C 0.327 1.478 -0.367
13 N 1.194 1.079 -1.202
14 O -2.104 1.515 0.275
15 H 2.030 1.666 -1.247
16 H -1.412 0.757 -1.496
17 H 0.408 2.352 0.296

The calculation puts the molecular weight at 115.14 g mol⁻¹. The LUMO energy (spin up / spin down) comes out at -0.00327 / -0.00330 hartree. The charge is 0. The HOMO-LUMO gap (spin up / spin down) comes out at 7.216 / 7.215 eV.


Most stable of them? Q).


P) C5H13OP | wB97M-V/def2-TZVPD

Element x y z (Å)
1 C 1.654 0.257 0.859
2 C 0.521 0.645 -1.356
3 C -0.560 1.778 0.496
4 C -0.447 -2.424 -0.198
5 C 0.293 0.698 0.136
6 O -2.634 1.476 0.073
7 P -1.013 -0.869 0.609
8 H 1.478 0.192 1.914
9 H 2.061 -0.664 0.348
10 H 2.325 1.071 0.617
11 H -0.420 1.070 -1.780
12 H 0.565 -0.338 -1.735
13 H 1.397 1.269 -1.659
14 H -0.777 2.701 -0.150
15 H -1.869 0.896 -0.379
16 H -0.846 1.950 1.498
17 H -1.288 -3.080 0.278
18 H -0.636 -2.281 -1.217
19 H 0.538 -2.936 -0.181
20 H -0.340 -1.411 1.827

The calculation puts the molecular weight at 120.13 g mol⁻¹. The LUMO energy (spin up / spin down) comes out at -0.01591 / -0.01590 hartree. The charge is 0. The HOMO-LUMO gap (spin up / spin down) comes out at 8.035 / 8.035 eV.


Q) C5H13OP | wB97M-V/def2-TZVPD

Element x y z (Å)
1 C 0.479 -1.276 1.040
2 C 2.194 -0.556 -0.762
3 C 0.212 0.679 -0.567
4 C -1.949 1.178 0.048
5 C 1.113 -0.092 0.288
6 O 1.902 0.733 1.122
7 P -2.774 -0.438 0.120
8 H 0.553 -1.123 2.124
9 H -0.695 -1.467 0.845
10 H 0.982 -2.248 0.762
11 H 3.092 -0.843 -0.244
12 H 1.783 -1.305 -1.600
13 H 2.260 0.443 -1.324
14 H 0.383 1.811 -0.765
15 H -0.093 0.278 -1.551
16 H -1.714 1.738 0.990
17 H -2.129 1.626 -0.895
18 H 1.368 1.383 1.555
19 H -2.901 -0.523 -1.374
20 H -4.066 0.004 0.187

The calculation puts the molecular weight at 120.13 g mol⁻¹. The LUMO energy comes out at 0.02714 hartree. The charge is 0. The HOMO-LUMO gap comes out at 9.177 eV.


Most stable of them? Q).


P) C6H13O3P | wB97M-V/def2-TZVPD

Element x y z (Å)
1 C -1.550 -1.203 0.254
2 C -2.409 -0.904 2.468
3 C -0.428 0.465 1.673
4 C 2.318 2.174 -1.207
5 C 0.651 -0.898 -2.962
6 C -1.135 -0.866 1.625
7 O -2.481 -1.621 -0.311
8 O 2.190 -0.520 -0.625
9 O 1.079 1.618 -1.450
10 P 0.906 -0.074 -1.253
11 H -2.252 -0.431 3.474
12 H -2.608 -1.890 2.707
13 H -3.103 -0.179 1.891
14 H 0.337 0.423 2.479
15 H -1.125 1.198 1.940
16 H -0.073 0.691 0.763
17 H 3.135 1.491 -1.259
18 H 2.445 2.860 -0.349
19 H 2.682 2.779 -2.094
20 H 1.644 -1.071 -3.567
21 H 0.298 -1.973 -2.672
22 H -0.041 -0.326 -3.581
23 H -0.481 -1.743 2.057

The calculation puts the molecular weight at 164.14 g mol⁻¹. The LUMO energy (spin up / spin down) comes out at 0.00247 / -0.03434 hartree. The charge is 0. The HOMO-LUMO gap (spin up / spin down) comes out at 8.132 / 6.694 eV.


Q) C6H13O3P | wB97M-V/def2-TZVPD

Element x y z (Å)
1 C -3.432 -1.387 -0.585
2 C -2.107 -1.537 0.080
3 C -1.927 -1.356 1.558
4 C -1.274 -2.201 -0.597
5 O -0.509 -2.700 -1.299
6 H -4.280 -1.825 -0.009
7 H -3.372 -1.786 -1.677
8 H -3.796 -0.268 -0.529
9 H -0.953 -1.283 2.002
10 H -2.581 -2.080 1.976
11 H -2.279 -0.308 1.727
12 C 2.974 2.772 0.988
13 O 2.075 1.772 0.605
14 P 1.573 1.789 -0.984
15 C 2.384 0.188 -1.436
16 O 0.089 1.031 -0.765
17 H 3.978 2.232 1.148
18 H 2.564 3.234 1.932
19 H 3.053 3.540 0.330
20 H 1.524 -0.509 -1.422
21 H 2.958 0.180 -2.394
22 H 3.203 -0.125 -0.772
23 H 0.134 0.629 0.124

The calculation puts the molecular weight at 164.14 g mol⁻¹. The LUMO energy comes out at 0.02725 hartree. Its SMILES is CC(C)=C=O.COP(C)O. The charge is 0. The HOMO-LUMO gap comes out at 9.159 eV.


Most stable of them? Q).